{
  "formula": "C24H75NO13",
  "method": "ωB97M-V/def2-TZVPD",
  "symbols": ["H", "H", "C", "H", "H", "H", "H", "H", "H", "C", "C", "H", "C", "H", "O", "H", "O", "H", "H", "H", "H", "C", "C", "H", "O", "C", "C", "C", "H", "N", "O", "C", "H", "H", "H", "H", "H", "O", "O", "C", "C", "H", "H", "H", "H", "H", "H", "H", "H", "H", "H", "C", "O", "H", "C", "H", "H", "O", "H", "C", "H", "H", "C", "H", "H", "H", "C", "C", "C", "H", "O", "H", "H", "H", "H", "O", "H", "H", "H", "H", "H", "C", "H", "H", "H", "H", "O", "H", "H", "H", "H", "C", "H", "C", "H", "H", "C", "H", "H", "H", "H", "H", "O", "H", "H", "H", "H", "O", "H", "H", "H", "H", "C"],
  "coordinates": [[21.9292, 26.9710, 7.9669], [22.4431, 20.6703, 0.5234], [21.0344, 23.8978, 1.0212], [23.1649, 18.3358, 3.8195], [24.7699, 23.8339, 3.8045], [22.2099, 28.6078, 7.3715], [27.9642, 23.8800, 1.9074], [28.0945, 27.4984, 3.1424], [25.1674, 27.7475, 1.0267], [27.7020, 26.6114, 2.6434], [23.1057, 28.1863, 9.2755], [23.7019, 29.1119, 9.2455], [28.6080, 23.0357, 2.1726], [20.5436, 21.8857, 8.0479], [18.8760, 25.3118, 6.9004], [19.8754, 25.5425, 5.0888], [22.1045, 23.8276, 4.2579], [20.4104, 24.1351, 0.1614], [27.4739, 27.5990, 0.7342], [19.8408, 26.9866, 6.1361], [25.9189, 18.2173, 4.4547], [23.0809, 24.5418, 4.9857], [24.2484, 23.6425, 8.9268], [22.3811, 20.4768, 4.8240], [23.7111, 23.9217, -1.1665], [26.9080, 26.9521, 1.4157], [22.9395, 29.4931, 2.8747], [24.9495, 23.5680, 0.9039], [25.9388, 24.9215, 7.2905], [23.4267, 19.0471, 4.5025], [29.6589, 22.8903, 1.2228], [19.2736, 26.1251, 5.7939], [27.4813, 21.5409, 1.1408], [27.0936, 26.0627, 3.3680], [22.1084, 22.8958, 4.5355], [21.8363, 28.0494, 4.0184], [25.6345, 24.6602, -0.8324], [26.8007, 24.9017, 6.8400], [21.7518, 30.1274, 2.3992], [24.7012, 24.4679, -0.2871], [26.2074, 28.1873, 5.5150], [20.8401, 24.2445, 2.9197], [24.0440, 25.5624, 8.9303], [28.4102, 20.9202, 2.5076], [24.7564, 20.5953, 4.7253], [24.7112, 23.6400, 9.9137], [23.5374, 27.4868, 7.3078], [22.2654, 28.4513, 9.9308], [24.1565, 27.4064, 10.7393], [27.5538, 23.5120, 5.5364], [24.1422, 23.3389, -1.7969], [22.6674, 27.7702, 7.9016], [21.8776, 21.2840, 5.0583], [25.4243, 27.4100, 5.5361], [21.1767, 22.0980, 7.1793], [29.0024, 23.2124, 3.1822], [23.1932, 23.3571, 8.9893], [24.4032, 24.9082, 8.3050], [26.9054, 21.8399, 2.7797], [25.8513, 19.0392, 3.7447], [23.5483, 28.1104, 4.4104], [23.3589, 19.3253, -0.1956], [24.2888, 24.7682, 4.0874], [22.2082, 22.0482, 7.5337], [23.3053, 28.7703, 2.1490], [24.7003, 22.8862, 8.2826], [23.4021, 20.1444, 0.5216], [24.5749, 19.8421, 3.9457], [27.8014, 21.7561, 2.1622], [25.0354, 25.3330, 4.6684], [26.0649, 29.0099, 4.3618], [23.4113, 23.9362, 5.8342], [24.3410, 25.4561, 0.0183], [24.2079, 20.8213, 0.2097], [23.7163, 30.2463, 3.0337], [25.7234, 27.6601, 1.8066], [30.0372, 23.7484, 1.0147], [24.0418, 25.3922, 3.2271], [27.4859, 22.9439, 7.2320], [25.1875, 29.5667, 6.8166], [26.9750, 29.7041, 6.8350], [24.1043, 20.5499, 2.6994], [18.3518, 24.5958, 6.5316], [21.8789, 24.5949, 1.0313], [28.5544, 25.9846, 2.3822], [23.3156, 21.2759, 2.9517], [23.9024, 27.1484, 9.8495], [23.9955, 23.2791, 1.3397], [26.1441, 28.4594, 3.5687], [26.6410, 26.0568, 0.8460], [23.7551, 18.5258, 5.3103], [22.6816, 28.7297, 4.1637], [19.9425, 21.1697, 5.7307], [26.9977, 23.5654, 6.4762], [25.5376, 22.7215, 0.5475], [25.5204, 24.0887, 1.6729], [26.1298, 29.0206, 6.7598], [22.4644, 29.3597, 5.0287], [25.8589, 18.6090, 2.7390], [21.4413, 22.8850, 0.9044], [26.0199, 23.1077, 6.2458], [22.6739, 25.4929, 5.3275], [20.2450, 24.0050, 2.1935], [21.0712, 20.0557, 6.5323], [26.7315, 19.6754, 3.8388], [27.1491, 27.6234, 5.4768], [26.1771, 28.3486, 7.6227], [23.6779, 19.5923, 1.7783], [18.4003, 26.5074, 5.2526], [21.6363, 30.9470, 2.8855], [24.9356, 21.1511, 2.2880], [20.9578, 23.1072, 6.8352], [20.9607, 21.0609, 6.1219]],
  "atomic_forces_ev_per_a": [[0.1594, -0.1738, -0.1878], [0.0593, 0.1503, -0.0435], [0.0215, -0.0105, 0.2527], [-0.0808, 0.2482, 0.0003], [-0.2100, -0.1158, -0.2007], [-0.0883, 0.0282, 0.1612], [0.0058, -0.0153, 0.0057], [-0.0615, 0.0683, -0.0674], [-0.0865, 0.1659, 0.0824], [0.1746, -0.1189, 0.2943], [0.2318, 1.0247, 0.4183], [0.0679, -0.2200, -0.2598], [-0.1389, -0.0506, 0.0472], [-0.0541, 0.1084, -0.0978], [0.1701, 0.3119, -0.0931], [0.0990, 0.1347, 0.0349], [-0.4544, 0.3942, -0.0743], [0.0096, -0.0604, -0.0587], [0.1645, -0.1141, 0.1010], [0.0789, -0.1276, 0.2876], [0.0918, 0.0438, 0.1334], [0.7311, -0.5998, -0.6651], [-0.2721, -0.1834, -0.3673], [-0.2127, -0.3849, 0.1545], [0.2030, 0.1851, 0.1392], [-0.1416, 0.3938, -0.4697], [-0.0662, 0.2811, 0.8880], [0.1938, 0.3535, -0.3456], [0.1390, 0.4495, 0.2076], [0.5995, -0.0910, -0.5556], [-0.0122, -0.0684, 0.0016], [-0.3165, -0.2871, -0.4022], [0.0076, -0.0475, 0.0233], [-0.0188, -0.0170, -0.0758], [-0.1843, -0.2425, -0.0041], [-0.0117, 0.0957, -0.0012], [-0.0471, -0.1025, -0.0001], [-0.0170, 0.1413, 0.1806], [0.1311, -0.2517, -0.3475], [-0.0968, 0.3130, -0.2864], [-0.0764, -0.5408, -0.5145], [-0.0024, -0.3568, 0.0879], [0.3269, 0.2520, -0.2867], [-0.0436, -0.0074, 0.0315], [0.0448, 0.0971, -0.2653], [0.0224, -0.2106, 0.0456], [-0.0748, -0.2833, 0.0169], [-0.1108, -0.4086, -0.1204], [0.0360, -0.0622, 0.0086], [0.2515, 0.0654, 0.1479], [0.0124, -0.0284, 0.0245], [-0.1039, 0.2290, -0.1227], [0.0550, 0.1588, -0.0477], [-0.0114, 0.1931, 0.0010], [0.1078, -0.0431, 0.8900], [0.0551, 0.0870, -0.1136], [0.0213, 0.1709, 0.2657], [-0.2540, -0.2130, 0.1655], [0.1459, 0.0592, 0.1041], [-0.0498, -0.1328, -0.5456], [0.0270, 0.1257, 0.0191], [-0.0971, -0.0077, 0.0281], [0.4506, 0.9139, 0.9200], [0.0206, 0.1000, -0.0841], [-0.2475, 0.1953, -0.3772], [0.2596, 0.0790, 0.1378], [-0.0082, -0.0719, -0.4566], [-0.5091, -0.2447, 1.1893], [0.0617, -0.0052, -0.2007], [-0.0193, -0.0915, -0.1277], [0.1332, -0.0114, 0.1873], [-0.1749, 0.2477, 0.2780], [-0.2000, -0.1721, 0.0592], [-0.1712, 0.0306, 0.0177], [0.1284, -0.1588, -0.0853], [0.1425, -0.3871, -0.0168], [0.0018, 0.0341, 0.1086], [-0.0634, -0.2495, -0.1697], [0.1428, 0.1617, 0.1063], [0.0490, 0.1190, -0.0947], [-0.0982, 0.1534, -0.0788], [0.3204, 0.7459, 0.2915], [-0.0008, -0.0490, 0.0890], [-0.0445, 0.0131, -0.0324], [0.0259, 0.0212, -0.0245], [-0.1145, -0.1979, -0.1187], [-0.2102, -0.1106, 0.0722], [0.0373, -0.2302, -0.0007], [-0.2721, 0.1843, 0.0997], [-0.0246, -0.0868, 0.1490], [-0.0256, 0.1341, 0.0372], [-0.0124, -0.5073, 0.0323], [0.0439, -0.2343, -0.0452], [-0.7101, -0.5341, -0.7627], [-0.1969, -0.2409, 0.2916], [0.0935, 0.0003, -0.0224], [0.0946, -0.2147, 0.4060], [0.0162, 0.1699, -0.1421], [0.0297, -0.0709, 0.0907], [-0.0440, 0.0527, -0.0569], [0.1988, -0.1526, 0.0714], [-0.0821, -0.0020, 0.1303], [0.0202, 0.2678, -0.1911], [0.0663, -0.0753, -0.0727], [-0.0086, -0.0579, 0.0528], [0.0217, 0.1633, 0.0981], [-0.0128, 0.0600, -0.0012], [0.0984, -0.3818, 0.0811], [0.0558, -0.0085, 0.0508], [0.0099, -0.0068, 0.0366], [-0.1295, -0.2594, 0.0269], [0.0302, 0.0238, -0.0937], [-0.2225, 0.1897, -0.4862]],
  "mulliken_charge": [0.348, 0.220, -0.021, 0.226, -0.560, 0.313, -0.497, 0.469, 0.233, -1.388, -0.378, 0.289, 0.606, 0.472, -0.532, -0.015, 0.800, 0.387, 0.446, 0.089, 0.414, -0.390, -0.678, 0.332, -0.551, 0.497, -0.309, 1.491, 0.391, -0.598, -0.582, -0.239, 0.246, 0.094, -0.128, 0.273, 0.537, -0.481, -0.580, -0.967, 1.010, 0.176, 0.183, 0.468, 0.139, 0.350, -0.225, 0.377, 0.248, -0.129, 0.332, -0.460, -0.644, -0.582, -0.788, 0.256, 0.255, -0.341, -0.254, -1.375, -0.224, 0.348, 0.697, 0.050, 0.021, 0.233, -0.553, 0.453, -0.600, -0.509, -0.590, 0.213, 0.091, 0.121, 0.322, -0.465, 0.319, 0.355, 0.348, 0.266, 0.462, 1.294, 0.297, -0.036, 0.416, 0.017, -0.498, -0.314, 0.231, -0.216, 0.266, -0.166, 0.257, 0.060, -0.070, -0.560, -1.534, 0.347, 0.269, -0.060, -0.173, -0.009, -0.630, 0.382, 0.220, 0.284, 0.330, -0.530, 0.425, 0.336, -0.975, 0.082, -0.375],
  "spin_multiplicity": 1,
  "de_lowest_kj_mol": 0.0,
  "fmax_ev_per_a": 1.373,
  "charge": 0,
  "energy_ev": -54208.7527,
  "homo_energy_ev": -9.29
}